{
  "formula": "C50H89F3N12O18S2",
  "method": "ωB97M-V with the def2-TZVPD basis set",
  "smiles": "C=Cc1cc2c(c(CCC(F)=C(F)F)c1SCC(=O)OC[C@H](C)OC(=O)CS)C(=O)N(CCCCCOCC)C2=O.CC(N)=O.CC(N)=O.CC(N)=O.CC(N)=O.CC(N)=O.CC(N)=O.CC(N)=O.CC(N)=O.CC(N)=O.CC(N)=O.CC(N)=O",
  "e_above_lowest_ev": 1.835,
  "orbital_gap_ev": 7.93,
  "e_homo_ha": -0.312,
  "elements": ["C", "C", "C", "C", "C", "C", "C", "C", "C", "C", "F", "C", "F", "F", "C", "S", "C", "C", "O", "O", "C", "C", "C", "O", "C", "O", "C", "S", "C", "O", "N", "C", "C", "C", "C", "C", "O", "C", "C", "C", "O", "H", "H", "H", "H", "H", "H", "H", "H", "H", "H", "H", "H", "H", "H", "H", "H", "H", "H", "H", "H", "H", "H", "H", "H", "H", "H", "H", "H", "H", "H", "H", "H", "H", "H", "O", "C", "N", "C", "H", "H", "H", "H", "H", "O", "C", "N", "C", "H", "H", "H", "H", "H", "O", "C", "N", "C", "H", "H", "H", "H", "H", "O", "C", "N", "C", "H", "H", "H", "H", "H", "O", "C", "N", "C", "H", "H", "H", "H", "H", "O", "C", "N", "C", "H", "H", "H", "H", "H", "O", "C", "N", "C", "H", "H", "H", "H", "H", "O", "C", "N", "C", "H", "H", "H", "H", "H", "O", "C", "N", "C", "H", "H", "H", "H", "H", "O", "C", "N", "C", "H", "H", "H", "H", "H", "O", "C", "N", "C", "H", "H", "H", "H", "H"],
  "positions_angstrom": [[-4.3424, -1.4799, -1.3182], [-3.8845, -0.5739, -0.4097], [-3.2175, 0.7047, -1.0035], [-3.9044, 2.0052, -0.9437], [-3.1913, 3.1284, -1.5154], [-1.8593, 3.0185, -2.1396], [-1.1611, 1.7299, -2.2055], [0.2569, 1.7208, -2.8418], [0.5197, 0.5560, -3.8800], [1.7646, 0.9978, -4.7242], [3.0288, 0.7613, -4.1972], [1.6341, 1.6417, -5.9229], [2.2400, 2.8609, -6.0784], [0.9001, 1.1416, -6.9438], [-1.8634, 0.5908, -1.6251], [-1.0997, -1.0547, -1.5884], [-0.8061, -1.2941, 0.2361], [-1.0725, -2.7690, 0.6828], [-1.8269, -2.9621, 1.6200], [-0.4619, -3.8843, 0.1023], [-1.3945, -4.3942, -0.9000], [-0.7838, -4.5519, -2.3419], [0.6963, -4.0418, -2.4889], [-1.6339, -3.8399, -3.2922], [-1.1711, -3.9558, -4.5943], [-1.0227, -5.0588, -5.0669], [-0.8688, -2.7383, -5.5195], [0.9324, -2.4388, -5.8150], [-1.4256, 4.4218, -2.6387], [-0.5819, 4.7799, -3.4081], [-2.3495, 5.3008, -1.9650], [-1.6496, 6.0870, -0.9161], [-1.2690, 5.2561, 0.3785], [0.2893, 5.2413, 0.7065], [0.6030, 5.6362, 2.1997], [2.1708, 5.8198, 2.3185], [2.8146, 4.6177, 2.7634], [4.2283, 4.7634, 2.8511], [5.0044, 3.9469, 1.7217], [-3.5576, 4.6441, -1.6030], [-4.6354, 5.1242, -1.3660], [-4.4693, -1.1412, -2.3685], [-4.5427, -2.5349, -1.0383], [-3.9621, -0.7544, 0.6874], [-4.8969, 2.1548, -0.4668], [0.4679, 2.6861, -3.3813], [1.0202, 1.6476, -2.0264], [-0.3547, 0.2830, -4.5149], [0.8715, -0.3303, -3.2817], [-1.4961, -0.6009, 0.7851], [0.2523, -0.9847, 0.4551], [-1.7904, -5.3707, -0.5250], [-2.2618, -3.6788, -0.9568], [-0.8248, -5.6458, -2.6012], [1.3311, -4.2068, -1.5846], [1.1667, -4.6481, -3.3128], [0.7236, -2.9590, -2.7712], [-1.3320, -2.9248, -6.5248], [-1.3065, -1.7742, -5.1482], [1.6337, -3.4626, -5.2306], [-0.6845, 6.4504, -1.3705], [-2.2019, 7.0225, -0.6228], [-1.7402, 5.7927, 1.2506], [-1.6694, 4.2141, 0.3990], [0.7434, 4.2316, 0.5275], [0.8585, 5.9666, 0.0560], [0.1581, 6.6268, 2.4983], [0.2789, 4.8646, 2.9462], [2.6060, 6.1030, 1.3210], [2.4248, 6.6423, 3.0506], [4.6276, 4.3771, 3.8492], [4.5891, 5.8260, 2.7491], [4.4994, 2.9694, 1.4999], [6.0649, 3.6984, 2.0282], [5.1015, 4.5387, 0.7705], [1.7526, -3.7540, 2.6759], [1.2224, -4.5545, 3.4331], [-0.0962, -4.8421, 3.3268], [1.9739, -5.2724, 4.5246], [-0.5765, -5.4900, 3.9248], [-0.6161, -4.3709, 2.5996], [2.3971, -4.5361, 5.2080], [2.7776, -5.8585, 4.0777], [1.3268, -5.9430, 5.0911], [-6.3558, -3.0376, -2.7725], [-6.6295, -3.2703, -3.9352], [-5.6776, -3.7242, -4.8001], [-8.0089, -3.0826, -4.5079], [-5.8551, -3.9298, -5.7673], [-4.7455, -3.8565, -4.4381], [-8.3007, -2.0383, -4.3957], [-8.7086, -3.7172, -3.9638], [-8.0502, -3.3448, -5.5658], [-0.8316, 0.5917, 2.8276], [-1.6082, 0.3934, 3.7445], [-2.0913, -0.8537, 3.9617], [-2.0777, 1.4734, 4.6794], [-2.7308, -1.0865, 4.6998], [-1.7804, -1.5835, 3.3347], [-2.5867, 2.2477, 4.1041], [-1.2136, 1.9025, 5.1859], [-2.7666, 1.0882, 5.4315], [-6.3150, 1.6735, 1.4717], [-7.4025, 1.3249, 1.0414], [-7.6762, 0.0156, 0.8052], [-8.5127, 2.2969, 0.7402], [-8.5561, -0.3138, 0.4515], [-6.9488, -0.6544, 0.9976], [-8.1698, 3.0067, -0.0132], [-8.7730, 2.8325, 1.6531], [-9.4041, 1.7933, 0.3644], [3.8938, -6.4417, -1.6882], [3.5277, -6.2902, -0.5360], [3.6325, -5.0860, 0.0835], [2.9366, -7.4050, 0.2879], [3.3403, -4.9172, 1.0328], [4.0236, -4.3238, -0.4458], [3.6651, -8.2118, 0.3687], [2.0378, -7.7740, -0.2063], [2.6710, -7.0719, 1.2926], [7.8964, 3.4673, 1.5473], [9.0512, 3.3596, 1.1667], [9.9270, 4.3939, 1.2855], [9.5929, 2.1010, 0.5472], [10.8842, 4.3490, 0.9860], [9.5863, 5.2477, 1.6973], [9.0193, 1.8710, -0.3506], [9.4965, 1.2834, 1.2595], [10.6439, 2.2017, 0.2736], [-8.4615, 5.0524, -3.5629], [-7.5735, 5.8589, -3.7859], [-6.3360, 5.7064, -3.2518], [-7.7722, 7.0724, -4.6581], [-5.5786, 6.3457, -3.4092], [-6.1781, 4.9052, -2.6655], [-8.5620, 7.6911, -4.2318], [-8.0632, 6.7479, -5.6573], [-6.8636, 7.6710, -4.7361], [9.9946, -0.9348, 1.3043], [9.3646, -1.7152, 1.9967], [8.0355, -1.9160, 1.7956], [9.9912, -2.5088, 3.1132], [7.4793, -2.5486, 2.3420], [7.5931, -1.3966, 1.0543], [10.4126, -1.8200, 3.8455], [10.7841, -3.1339, 2.7028], [9.2652, -3.1501, 3.6146], [-7.8313, -7.8240, -4.1460], [-6.6992, -7.9025, -4.5848], [-5.8599, -6.8310, -4.5584], [-6.1387, -9.1666, -5.1838], [-4.9189, -6.8513, -4.9090], [-6.2116, -5.9748, -4.1627], [-6.7507, -9.4567, -6.0377], [-6.1633, -9.9564, -4.4331], [-5.1091, -9.0366, -5.5202], [5.7536, 3.3615, 5.7842], [6.9074, 3.2578, 5.4123], [7.7789, 4.2955, 5.5270], [7.4560, 1.9993, 4.8029], [8.7372, 4.2520, 5.2314], [7.4335, 5.1506, 5.9317], [6.8844, 1.7674, 3.9039], [7.3617, 1.1820, 5.5186], [8.5074, 2.1048, 4.5314], [0.0935, 1.3079, 7.2606], [1.2205, 1.2345, 6.7968], [2.0521, 2.3082, 6.7985], [1.7754, -0.0289, 6.1924], [2.9859, 2.2917, 6.4262], [1.7040, 3.1652, 7.1965], [1.1466, -0.3270, 5.3525], [1.7718, -0.8150, 6.9480], [2.7963, 0.1060, 5.8331]],
  "atomic_forces_ev_per_a": [[0.545, 0.839, 1.122], [-0.140, 0.018, -1.650], [0.063, 1.407, 0.079], [2.302, -0.022, -1.111], [1.430, -0.745, -0.929], [-1.160, -2.093, 0.513], [-1.460, 1.178, 0.259], [-0.183, -0.108, -0.305], [2.333, -0.818, 0.498], [-1.301, -1.026, -0.937], [-1.595, 1.552, 0.217], [0.906, 0.091, 1.660], [-0.176, -2.034, -1.416], [0.082, 1.846, 1.180], [-1.215, 1.099, 0.768], [0.220, 0.607, 0.293], [0.347, -0.023, -0.180], [-0.509, 0.430, 1.259], [0.849, 0.120, -0.853], [-0.727, 1.520, -0.727], [-0.945, 0.105, -0.520], [0.895, -0.686, 0.635], [0.080, -0.574, -0.370], [0.858, 0.983, -0.654], [-0.054, -1.206, -0.707], [0.046, 0.617, 0.268], [-0.908, 0.266, 0.497], [0.254, 0.019, 0.142], [-1.530, -1.547, 1.055], [-0.055, -0.174, 0.535], [0.052, 1.135, -0.103], [0.874, 0.840, 0.460], [0.384, 0.676, 0.863], [-0.314, 0.056, 0.353], [1.312, 0.131, -0.273], [-0.080, 0.211, 0.377], [0.012, 0.709, -0.076], [2.041, -0.892, -0.301], [0.059, 0.070, 0.295], [0.737, -2.327, 0.711], [1.090, 0.252, 0.242], [0.447, -0.716, 0.719], [-0.469, 1.040, -0.285], [0.563, 0.238, -0.937], [0.887, -0.342, -0.326], [-0.583, -0.818, 0.754], [-0.592, -0.052, -0.579], [0.696, 0.413, 0.411], [-0.772, 0.607, -0.844], [0.753, -0.937, -0.328], [-1.006, -0.508, -0.046], [0.451, 0.764, -0.328], [0.689, -0.767, -0.175], [0.058, 1.071, 0.157], [-0.760, 0.116, -0.603], [-0.373, 0.704, 0.724], [-0.087, -0.872, 0.365], [0.455, -0.159, 1.061], [0.518, -0.915, -0.037], [-1.008, 0.278, -0.197], [-1.077, -0.375, 0.204], [0.180, -1.134, -0.493], [0.256, -0.632, -0.827], [0.240, 0.850, -0.230], [-0.436, 0.805, 0.053], [-0.744, -0.651, 0.503], [0.136, -0.967, -0.511], [0.206, 0.611, -0.746], [-0.428, -0.067, 0.727], [-0.318, -0.653, -0.654], [-0.981, 0.506, -1.111], [-0.716, -0.742, 0.247], [0.234, 0.927, 0.226], [-1.616, 0.515, -0.173], [-0.289, -0.577, 0.780], [0.268, -0.172, 0.042], [-0.324, 0.073, -0.154], [0.012, 0.026, -0.080], [-0.105, -0.117, 0.108], [0.144, 0.043, 0.029], [-0.136, -0.069, 0.060], [0.081, -0.039, -0.095], [0.045, 0.103, 0.060], [0.066, 0.013, -0.002], [-0.176, -0.127, -0.132], [0.095, 0.135, 0.116], [0.216, -0.049, -0.014], [-0.003, -0.070, -0.258], [-0.094, 0.063, 0.079], [-0.032, 0.074, -0.021], [-0.024, -0.074, 0.098], [0.019, 0.102, 0.036], [-0.053, 0.016, 0.045], [0.252, 0.294, -0.287], [-0.154, -0.176, 0.135], [-0.023, -0.344, 0.007], [-0.146, -0.016, 0.078], [0.058, 0.162, -0.006], [-0.163, 0.036, 0.055], [0.103, -0.012, -0.023], [-0.067, 0.016, -0.025], [0.066, 0.060, 0.014], [-0.047, 0.068, -0.099], [0.101, -0.172, 0.041], [0.062, -0.109, 0.085], [-0.172, -0.109, -0.090], [0.053, 0.115, -0.005], [-0.041, 0.025, -0.093], [-0.005, 0.046, 0.112], [0.097, 0.062, -0.075], [0.018, 0.067, 0.001], [-0.127, -0.145, 0.083], [0.171, 0.278, -0.202], [0.049, 0.082, 0.138], [-0.068, 0.052, 0.255], [-0.156, 0.053, -0.091], [-0.034, -0.044, 0.035], [-0.087, -0.015, -0.108], [0.108, -0.067, -0.027], [-0.021, -0.037, -0.032], [0.696, -0.152, -0.032], [-0.016, 0.047, -0.083], [-0.009, 0.200, 0.165], [0.174, 0.212, 0.024], [-0.100, -0.102, -0.032], [0.025, -0.038, -0.064], [-0.046, -0.072, 0.116], [-0.046, -0.035, -0.165], [-0.039, -0.084, -0.002], [-0.064, 0.144, -0.116], [0.193, -0.245, 0.169], [-0.418, -0.067, -0.427], [0.159, 0.156, -0.026], [-0.098, 0.000, 0.075], [0.007, 0.154, 0.058], [-0.040, -0.082, -0.096], [-0.101, 0.029, 0.080], [-0.056, 0.006, -0.022], [0.073, -0.149, 0.176], [-0.130, 0.092, -0.195], [-0.092, 0.056, -0.073], [-0.163, -0.151, 0.120], [0.113, 0.031, 0.004], [0.007, -0.040, 0.052], [0.085, -0.042, -0.092], [0.037, 0.120, 0.043], [0.066, 0.010, 0.010], [0.080, -0.100, -0.087], [-0.115, 0.150, 0.125], [-0.025, 0.028, 0.007], [0.246, 0.024, -0.091], [-0.070, -0.106, 0.031], [0.092, -0.041, -0.012], [-0.035, -0.058, 0.117], [-0.107, 0.007, -0.079], [-0.038, -0.056, -0.001], [-0.162, -0.116, 0.076], [0.053, 0.188, 0.021], [-0.003, 0.149, 0.104], [0.279, -0.085, -0.114], [-0.108, -0.100, -0.049], [0.021, -0.051, -0.039], [0.001, -0.018, 0.063], [-0.110, 0.034, -0.050], [-0.054, -0.052, -0.050], [0.034, -0.182, -0.093], [0.017, 0.385, 0.124], [-0.018, -0.038, 0.060], [0.215, -0.009, -0.098], [-0.018, -0.004, -0.053], [0.038, -0.048, -0.054], [-0.020, -0.038, 0.081], [-0.113, 0.011, -0.057], [-0.049, -0.033, -0.015]]
}